DFT (ωB97M-V/def2-TZVPD) results for the ion C4H11N2S with charge -2.

Structure (XYZ):
```
18
Properties=species:S:1:pos:R:3
C -1.378 -0.880 -2.356
N -1.653 -0.104 -1.162
C -0.560 0.271 -0.249
C -0.415 -0.732 0.890
S 0.759 -0.237 2.225
C 0.717 0.556 -1.047
N 1.561 1.577 -0.417
H -2.317 -1.248 -2.794
H -0.826 -0.352 -3.116
H -0.879 -1.853 -2.170
H -2.430 -0.504 -0.661
H -0.812 1.281 0.120
H -0.137 -1.679 0.460
H -1.374 -0.766 1.400
H 0.406 0.880 -2.041
H 1.188 -0.406 -1.301
H 2.525 1.255 -0.390
H 1.264 1.620 0.553
```

Output
ΔE to the lowest compared entry with this formula, charge and spin   0.492 eV
Charge   -2
2S+1   2
E_HOMO (alpha / beta)   3.93 / -0.03 eV
Orbital gap (alpha / beta)   1.98 / 5.85 eV


DFT (ωB97M-V/def2-TZVPD) results for the ion C4H11N2S with charge +1.

Structure (XYZ):
```
18
Properties=species:S:1:pos:R:3
C -1.102 0.455 -0.037
C 0.381 -1.109 1.315
C -0.146 1.831 0.498
C -0.318 -0.812 -0.033
N -2.280 0.614 -0.272
N 0.865 -0.785 -1.050
S 1.002 2.276 -0.858
H -0.411 -1.499 1.935
H 0.893 -0.256 1.681
H 0.981 -1.992 1.182
H 0.463 1.630 1.459
H -0.770 2.725 0.775
H -1.025 -1.653 -0.340
H -2.890 -0.244 -0.594
H 1.353 -1.657 -0.808
H 1.359 0.100 -1.024
H 0.515 -0.834 -2.054
H 0.441 3.457 -1.123
```

Output
SMILES string   [H]/N=C(/CS)[C@H](C)[NH3+]
ΔE to the lowest compared entry with this formula, charge and spin   2.097 eV
Charge   +1
E_HOMO   -13.05 eV
Orbital gap   9.49 eV


DFT (ωB97M-V/def2-TZVPD) results for the ion C4H11N2S with charge +1.

Structure (XYZ):
```
18
Properties=species:S:1:pos:R:3
C 0.213 0.873 -0.504
C 1.313 0.681 0.517
C -0.164 -0.395 0.023
C 0.235 -1.802 -0.470
N -1.236 -0.348 1.010
N -0.765 1.881 -0.239
S 3.005 0.115 0.228
H 0.483 0.761 -1.598
H 1.247 1.192 1.472
H 1.432 -2.026 -0.325
H 0.032 -2.079 -1.551
H -0.363 -2.459 0.120
H -1.020 -0.144 1.934
H -1.729 0.495 0.693
H -1.035 2.465 -1.031
H -0.521 2.484 0.459
H -1.999 -1.070 0.976
H 3.095 0.055 -1.147
```

Output
SMILES string   C[C@]1([NH3+])[C@@H](N)[C@@H]1S
ΔE to the lowest compared entry with this formula, charge and spin   2.882 eV
Charge   +1
E_HOMO   -12.38 eV
Orbital gap   9.08 eV


DFT (ωB97M-V/def2-TZVPD) results for the ion C4H11N2S with charge +1.

Structure (XYZ):
```
18
Properties=species:S:1:pos:R:3
C 0.789 1.039 -0.057
C 1.688 -0.279 -0.344
C -0.526 -1.380 0.187
C -1.533 1.441 0.500
N -0.296 0.675 0.835
N 0.911 -1.503 0.229
S -1.221 -2.168 1.538
H 1.346 1.815 0.510
H 0.453 1.515 -1.015
H 1.879 -0.416 -1.389
H 2.716 -0.224 0.050
H -0.896 -1.306 -0.784
H -2.015 1.072 -0.473
H -2.245 1.443 1.359
H -1.056 2.303 0.329
H 1.305 -2.267 -0.326
H 1.200 -1.614 1.214
H -2.041 -3.024 0.946
```

Output
ΔE to the lowest compared entry with this formula, charge and spin   4.056 eV
Charge   +1
E_HOMO   -12.83 eV
Orbital gap   8.69 eV


DFT (ωB97M-V/def2-TZVPD) results for the ion C4H11N2S with charge +1.

Structure (XYZ):
```
18
Properties=species:S:1:pos:R:3
C 1.402 0.866 1.511
C -0.100 -0.254 0.481
C -1.361 0.425 -1.830
C -0.203 -0.427 -1.300
N 0.134 1.139 0.957
N 1.294 -0.631 1.057
S -1.392 -1.222 1.275
H 2.302 1.237 0.775
H 1.645 1.012 2.577
H -2.241 0.005 -1.449
H -1.416 0.035 -2.838
H -1.186 1.479 -1.829
H 0.821 -0.128 -1.758
H -0.381 -1.485 -1.524
H -0.556 1.399 1.589
H 1.977 -0.850 0.334
H 1.357 -1.249 1.835
H -2.097 -1.353 0.137
```

Output
SMILES string   CC[C@]1(S)NC[NH2+]1
ΔE to the lowest compared entry with this formula, charge and spin   2.616 eV
Charge   +1
E_HOMO   -14.03 eV
Orbital gap   10.59 eV


DFT (ωB97M-V/def2-TZVPD) results for the molecule C4H11N3.

Structure (XYZ):
```
18
Properties=species:S:1:pos:R:3
C -0.945 1.126 -0.384
C -1.614 -1.208 0.091
C 1.833 -0.067 0.980
N -0.485 -0.309 -0.167
N -0.053 1.947 -1.128
C 1.060 -1.022 0.097
N 0.484 -0.806 -1.113
H 0.756 2.217 -0.581
H 0.286 1.436 -1.939
H -1.146 1.561 0.597
H -1.893 1.042 -0.931
H 1.259 -2.072 0.405
H -2.304 -1.202 -0.760
H -2.146 -0.882 0.988
H -1.256 -2.223 0.235
H 2.896 -0.313 0.881
H 1.697 0.973 0.698
H 1.571 -0.198 2.034
```

Output
ΔE to the lowest compared entry with this formula, charge and spin   4.803 eV
E_HOMO   -7.68 eV
Orbital gap   8.62 eV


DFT (ωB97M-V/def2-TZVPD) results for the molecule C4H11N3.

Structure (XYZ):
```
18
Properties=species:S:1:pos:R:3
C -1.361 1.044 -1.257
C -1.216 -0.420 -0.875
C 1.012 -0.761 -1.067
C 0.755 -0.473 2.075
H -1.719 1.175 -2.257
H -0.437 1.590 -1.139
H -2.126 1.492 -0.574
H -1.210 -0.489 0.224
H -2.215 -0.888 -1.158
H 1.905 -1.190 -1.528
H 2.385 0.238 -0.088
H -0.089 1.016 1.037
H 1.802 -0.811 2.278
H 0.104 -1.309 1.861
H 0.344 0.019 3.026
N -0.129 -1.092 -1.431
N 1.381 0.288 -0.194
N 0.815 0.570 1.065
```

Output
SMILES string   CC/N=C\NNC
ΔE to the lowest compared entry with this formula, charge and spin   2.929 eV
E_HOMO   -8.74 eV
Orbital gap   9.67 eV


DFT (ωB97M-V/def2-TZVPD) results for a structure of composition C4H11N3.

Structure (XYZ):
```
18
Properties=species:S:1:pos:R:3
C 1.190 -0.730 -0.273
C 0.769 -0.770 1.081
C -1.158 0.570 -0.532
C -2.094 -0.610 -0.486
N 2.179 0.138 -0.673
N -0.234 0.657 1.078
N 0.328 1.762 1.269
H 0.918 -1.500 -0.979
H 2.228 0.985 -0.109
H 2.186 0.353 -1.663
H 1.355 1.844 1.214
H 1.452 -0.514 1.889
H 0.205 -1.658 1.343
H -0.604 0.704 -1.465
H -1.674 1.498 -0.300
H -1.617 -1.530 -0.828
H -2.448 -0.769 0.534
H -2.982 -0.432 -1.101
```

Output
ΔE to the lowest compared entry with this formula, charge and spin   6.389 eV
E_HOMO (alpha / beta)   -6.54 / -7.04 eV
Orbital gap (alpha / beta)   6.99 / 7.71 eV


DFT (ωB97M-V/def2-TZVPD) results for the molecule C4H11N3.

Structure (XYZ):
```
18
Properties=species:S:1:pos:R:3
C -0.174 1.623 1.295
C -0.161 -0.733 1.910
N 0.156 0.268 0.933
H 1.477 -0.029 -0.821
H 0.106 2.292 0.482
H 0.402 1.922 2.179
H -1.246 1.742 1.506
H -1.054 -1.343 1.716
H 0.670 -1.438 1.966
H -0.336 -0.391 2.938
C 0.819 0.136 -1.693
C 0.802 -0.751 -2.735
N -0.565 -0.007 -0.580
N -1.285 -0.970 -0.831
H -1.823 -1.305 -0.016
H 0.791 1.196 -1.920
H 0.783 -0.406 -3.756
H 0.637 -1.806 -2.574
```

Output
ΔE to the lowest compared entry with this formula, charge and spin   7.157 eV
E_HOMO (alpha / beta)   -6.92 / -7.70 eV
Orbital gap (alpha / beta)   6.83 / 8.14 eV


DFT (ωB97M-V/def2-TZVPD) results for the molecule C4H11N3.

Structure (XYZ):
```
18
Properties=species:S:1:pos:R:3
C -1.339 -1.115 0.022
C -1.229 -0.155 -1.159
C 0.085 0.637 -1.158
N 1.774 0.458 1.235
C 0.657 1.302 1.032
N 0.125 1.611 -0.069
N -0.225 -2.041 0.155
H -2.310 -1.574 0.195
H -1.247 -0.450 0.897
H -1.123 -0.828 -2.022
H -2.048 0.500 -1.395
H 0.230 1.208 -2.069
H 0.857 -0.120 -1.011
H 2.325 0.427 0.394
H 1.591 -0.375 1.771
H 0.368 1.845 1.938
H 0.509 -1.973 -0.530
H -0.512 -2.997 0.287
```

Output
SMILES string   N/C=N\CCCN
ΔE to the lowest compared entry with this formula, charge and spin   2.133 eV
E_HOMO   -8.85 eV
Orbital gap   9.90 eV


DFT (ωB97M-V/def2-TZVPD) results for the molecule C4H11N3.

Structure (XYZ):
```
18
Properties=species:S:1:pos:R:3
C -0.668 0.281 2.666
C -0.752 -0.495 1.343
C 0.167 0.050 0.214
N 0.171 -0.862 -0.875
C 0.525 -0.396 -2.163
N -0.159 0.714 -2.571
N 1.732 -0.662 -2.636
H -1.189 1.211 2.300
H 0.352 0.425 2.997
H -1.150 -0.162 3.527
H -1.773 -0.346 0.924
H -0.729 -1.581 1.441
H -0.229 1.066 0.026
H 1.163 0.306 0.698
H 0.634 -1.754 -0.723
H -0.896 0.856 -1.884
H 0.527 1.271 -3.122
H 2.272 0.078 -2.161
```

Output
SMILES string   [H]/N=C(/N)NCCC
ΔE to the lowest compared entry with this formula, charge and spin   3.617 eV
E_HOMO   -7.59 eV
Orbital gap   8.24 eV


DFT (ωB97M-V/def2-TZVPD) results for the molecule C4H11N3.

Structure (XYZ):
```
18
Properties=species:S:1:pos:R:3
C 1.401 0.390 -0.117
C -1.819 -1.021 -0.777
C -1.104 -0.002 0.111
N 1.330 1.569 -0.860
N 2.718 0.032 0.202
N -1.805 0.062 1.396
C 0.352 -0.350 0.259
H -1.217 0.990 -0.344
H 0.423 2.011 -0.835
H 2.071 2.219 -0.638
H 2.811 -0.935 0.476
H 3.383 0.280 -0.518
H -1.780 -0.852 1.839
H -1.329 0.709 2.016
H 0.546 -1.288 0.762
H -1.396 -1.008 -1.778
H -2.879 -0.784 -0.830
H -1.707 -2.022 -0.364
```

Output
SMILES string   C[C@@H](N)C=C(N)N
ΔE to the lowest compared entry with this formula, charge and spin   1.024 eV
E_HOMO   -7.59 eV
Orbital gap   8.60 eV